[1]
The following is a DFT calculation (ωB97M-V/def2-TZVPD) of a structure of composition C30H29N2O6S4TcTe.

CARTESIAN COORDINATES (ANGSTROEM)
Tc 1.753 -2.477 -1.798
O 7.289 -4.024 1.631
C 6.273 -3.886 1.007
S 4.688 -3.592 1.767
C 3.779 -3.543 0.280
C 4.444 -3.711 -0.870
S 3.647 -3.656 -2.429
S 6.165 -3.975 -0.759
S 2.047 -3.266 0.303
O 4.794 -0.517 -1.561
C 3.706 -0.040 -1.787
O 2.551 -0.655 -1.750
C 3.535 1.426 -2.081
C 4.627 2.283 -2.061
C 4.455 3.641 -2.293
C 3.190 4.165 -2.527
C 2.121 3.288 -2.531
C 2.272 1.933 -2.334
N 0.756 3.806 -2.730
O 0.634 4.983 -2.996
O -0.176 3.056 -2.493
H 5.604 1.863 -1.860
H 5.311 4.303 -2.277
H 3.026 5.219 -2.697
H 1.420 1.279 -2.377
C -2.279 -3.215 -1.431
C -0.848 -2.836 -1.626
O -0.037 -3.711 -2.030
N -0.286 -1.632 -1.444
Te -0.371 -0.007 -0.381
C -2.225 1.026 -0.498
C -3.030 0.976 -1.634
C -2.734 0.147 -2.858
C -4.177 1.766 -1.655
C -4.515 2.603 -0.606
C -5.753 3.453 -0.658
C -3.644 2.683 0.476
C -2.485 1.925 0.550
C -1.563 2.148 1.724
C -0.436 -0.782 1.566
C -1.547 -1.436 2.107
C -2.872 -1.595 1.410
C -1.435 -1.928 3.404
C -0.278 -1.768 4.154
C -0.164 -2.339 5.538
C 0.791 -1.078 3.592
C 0.743 -0.574 2.303
C 1.926 0.193 1.765
H -2.430 -4.210 -1.841
H -2.941 -2.505 -1.922
H -2.518 -3.234 -0.369
H -1.701 -0.184 -2.932
H -2.960 0.726 -3.752
H -3.376 -0.735 -2.881
H -4.809 1.735 -2.536
H -6.437 3.103 -1.429
H -5.505 4.493 -0.878
H -6.277 3.436 0.298
H -3.860 3.378 1.281
H -1.807 3.095 2.201
H -0.515 2.211 1.420
H -1.638 1.364 2.479
H -2.797 -1.579 0.326
H -3.551 -0.785 1.686
H -3.339 -2.536 1.703
H -2.280 -2.453 3.837
H -1.131 -2.666 5.916
H 0.248 -1.605 6.232
H 0.507 -3.200 5.538
H 1.698 -0.943 4.171
H 2.781 0.075 2.428
H 1.707 1.263 1.694
H 2.240 -0.163 0.782

As for the orbital gap (spin up / spin down): 5.76 / 6.16 eV. As for the spin multiplicity: 3. Its expectation value of S² is 2.0161. The energy above the lowest of the compared OMol25 structures with the same formula, charge and spin comes out at 0.00 kJ/mol. Its LUMO energy (spin up / spin down) is -0.7 / -0.7 eV. As for the HOMO energy (spin up / spin down): -6.48 / -6.88 eV. Its total charge is 0. As for the maximum force: 0.017 Eh/bohr.

---

[2]
The following is a DFT calculation (ωB97M-V/def2-TZVPD) of a structure of composition C30H29N6NdO10S2.

CARTESIAN COORDINATES (ANGSTROEM)
Nd 0.256 1.331 1.097
O -2.269 -1.760 -0.303
C -1.161 -1.249 -0.275
N -0.728 -0.077 -0.821
C -1.507 0.567 -1.744
O -2.361 0.092 -2.474
C -1.110 2.025 -1.951
C -1.847 2.823 -2.812
C -1.436 4.128 -3.013
C -0.297 4.585 -2.369
C 0.376 3.718 -1.529
N -0.021 2.463 -1.319
C -0.044 -1.976 0.472
C -0.214 -3.325 0.726
C 0.834 -4.012 1.320
C 1.985 -3.321 1.662
C 2.036 -1.957 1.419
N 1.048 -1.291 0.824
H -2.713 2.393 -3.294
H -2.004 4.788 -3.658
H 0.046 5.604 -2.476
H 1.251 4.035 -0.975
H -1.144 -3.792 0.435
H 0.758 -5.077 1.506
H 2.844 -3.815 2.095
H 2.916 -1.388 1.689
N 4.323 0.319 0.079
C 3.395 1.098 0.622
O 2.422 1.474 -0.078
C 3.516 1.581 2.040
C 2.208 1.334 2.837
H 4.108 0.033 -0.867
H 4.974 -0.313 0.540
H 3.681 2.659 1.948
H 4.422 1.151 2.485
H 2.164 2.080 3.637
H 2.302 0.359 3.334
C -7.099 -2.764 1.190
C -5.956 -1.834 1.501
C -6.013 -0.491 1.135
C -4.938 0.353 1.359
C -3.794 -0.145 1.963
C -3.717 -1.475 2.341
C -4.801 -2.308 2.111
S -2.456 0.965 2.252
O -1.263 0.080 2.425
O -2.828 1.711 3.429
N -2.179 1.802 0.975
C -2.598 3.207 0.948
C -1.403 4.172 0.935
O -1.602 5.318 0.542
O -0.290 3.674 1.348
H -8.052 -2.232 1.187
H -7.162 -3.573 1.920
H -6.974 -3.221 0.205
H -6.904 -0.107 0.650
H -4.977 1.389 1.047
H -2.807 -1.853 2.787
H -4.736 -3.355 2.388
H -3.193 3.459 1.831
H -3.207 3.401 0.064
N 1.716 0.407 -3.420
C 2.708 -0.475 -2.983
C 2.357 -1.630 -2.280
C 3.339 -2.444 -1.742
C 4.691 -2.152 -1.912
C 5.039 -1.079 -2.725
C 4.059 -0.251 -3.259
S 5.901 -2.931 -0.861
O 7.147 -2.891 -1.606
O 5.380 -4.259 -0.584
O 5.913 -2.067 0.328
H 2.016 1.370 -3.441
H 0.868 0.330 -2.872
H 1.306 -1.835 -2.113
H 3.067 -3.305 -1.144
H 6.089 -0.866 -2.886
H 4.341 0.618 -3.844

As for the orbital gap (spin up / spin down): 6.64 / 6.60 eV. As for the spin multiplicity: 4. Its expectation value of S² is 3.7527. The energy above the lowest of the compared OMol25 structures with the same formula, charge and spin comes out at 6.82 kJ/mol. Its LUMO energy (spin up / spin down) is 4.0 / 4.0 eV. As for the HOMO energy (spin up / spin down): -2.68 / -2.63 eV. Its total charge is -2. As for the maximum force: 0.040 Eh/bohr.

---

[3]
The following is a DFT calculation (ωB97M-V/def2-TZVPD) of a structure of composition C30H30BrHfN7O2S.

CARTESIAN COORDINATES (ANGSTROEM)
Hf 0.483 -0.435 0.416
O 4.198 -1.628 2.059
C 3.386 -1.149 1.323
N 2.241 -0.402 1.686
C 2.245 0.160 2.979
O 3.191 0.285 3.701
C 0.906 0.691 3.393
C 0.701 1.034 4.712
C -0.528 1.559 5.075
C -1.488 1.746 4.092
C -1.207 1.372 2.797
N -0.027 0.838 2.437
C 3.502 -1.360 -0.159
C 4.683 -1.824 -0.705
C 4.752 -1.988 -2.077
C 3.629 -1.696 -2.845
C 2.484 -1.261 -2.215
N 2.415 -1.086 -0.889
H 1.509 0.888 5.416
H -0.731 1.827 6.106
H -2.455 2.173 4.322
H -1.938 1.500 2.016
H 5.511 -2.038 -0.043
H 5.664 -2.337 -2.546
H 3.638 -1.810 -3.921
H 1.588 -1.038 -2.779
Br 0.004 -2.632 2.222
C -1.908 -2.603 2.005
C -2.586 -3.585 2.652
C -3.997 -3.570 2.603
C -4.637 -2.567 1.940
C -3.913 -1.542 1.279
C -4.601 -0.489 0.622
C -3.909 0.498 -0.009
C -2.493 0.451 -0.047
C -1.749 -0.541 0.566
C -2.494 -1.544 1.270
H -2.062 -4.357 3.204
H -4.553 -4.350 3.107
H -5.720 -2.533 1.914
H -5.685 -0.483 0.640
H -4.435 1.310 -0.497
H -1.997 1.266 -0.563
S -0.201 -4.656 -2.018
C -1.401 -3.538 -2.490
C -1.206 -2.361 -1.855
N -0.094 -2.333 -1.032
C 0.521 -3.492 -1.037
H -2.196 -3.803 -3.173
H -1.854 -1.499 -1.924
H 1.419 -3.702 -0.471
C 2.296 3.873 -1.862
N 1.400 2.957 -1.139
C 1.848 2.598 0.197
C 0.533 2.159 -1.779
N 0.303 0.913 -1.336
N -0.095 2.613 -2.881
C -0.510 4.016 -3.034
C -0.755 1.673 -3.782
H 3.326 3.563 -1.685
H 2.176 4.897 -1.511
H 2.113 3.835 -2.928
H 2.305 3.468 0.662
H 2.586 1.793 0.183
H 1.000 2.332 0.827
H -0.468 0.519 -1.864
H -0.247 4.594 -2.155
H -1.594 4.047 -3.149
H -0.054 4.467 -3.915
H -0.116 0.813 -3.985
H -0.935 2.173 -4.729
H -1.721 1.335 -3.391

As for the orbital gap: 7.65 eV. The energy above the lowest of the compared OMol25 structures with the same formula, charge and spin comes out at 10.26 kJ/mol. Its LUMO energy is -5.7 eV. As for the HOMO energy: -13.36 eV. Its total charge is +2. As for the maximum force: 0.020 Eh/bohr.

---

[4]
The following is a DFT calculation (ωB97M-V/def2-TZVPD) of a structure of composition C30H30Cl3CuN3SSb2.

CARTESIAN COORDINATES (ANGSTROEM)
Cu -1.405 1.843 0.309
C 1.655 0.406 -2.272
C 0.278 0.538 -2.912
C -0.657 -0.585 -2.509
Sb -1.247 -0.540 -0.438
C -0.118 -2.079 0.514
C -0.587 -2.473 1.757
C 0.059 -3.467 2.466
C 1.191 -4.061 1.937
C 1.662 -3.675 0.694
C 1.005 -2.684 -0.016
C -2.950 -1.792 -0.802
C -2.730 -3.093 -1.228
C -3.797 -3.901 -1.575
C -5.089 -3.408 -1.497
C -5.314 -2.112 -1.065
C -4.245 -1.303 -0.719
Sb 2.156 1.930 -0.783
C 4.269 1.492 -0.967
C 4.730 0.248 -1.375
C 6.085 0.010 -1.529
C 6.997 1.019 -1.279
C 6.548 2.261 -0.864
C 5.192 2.496 -0.712
C 1.851 0.723 0.997
C 0.881 1.154 1.890
C 0.685 0.509 3.100
C 1.482 -0.575 3.430
C 2.451 -1.016 2.543
C 2.630 -0.371 1.330
H 2.429 0.498 -3.030
H 1.765 -0.565 -1.794
H 0.380 0.515 -4.001
H -0.171 1.506 -2.665
H -0.196 -1.552 -2.716
H -1.590 -0.529 -3.072
H -1.472 -1.997 2.165
H -0.315 -3.775 3.430
H 1.703 -4.828 2.495
H 2.541 -4.144 0.281
H 1.382 -2.394 -0.987
H -1.715 -3.472 -1.287
H -3.625 -4.913 -1.910
H -5.920 -4.034 -1.776
H -6.324 -1.735 -1.008
H -4.410 -0.281 -0.397
H 4.042 -0.557 -1.591
H 6.426 -0.964 -1.852
H 8.053 0.839 -1.413
H 7.259 3.048 -0.663
H 4.849 3.474 -0.399
H 0.293 2.039 1.640
H -0.065 0.877 3.787
H 1.363 -1.069 4.383
H 3.064 -1.871 2.788
H 3.399 -0.719 0.654
N -4.045 1.016 2.146
C -3.970 2.351 2.187
N -5.051 3.059 2.509
S -2.552 3.178 1.814
H -4.885 0.520 2.398
H -3.194 0.481 2.034
H -5.923 2.638 2.780
H -4.984 4.064 2.493
Cl -3.731 5.619 -0.473
C -2.194 5.641 -1.377
Cl -1.086 6.865 -0.680
Cl -2.515 5.996 -3.096
C -1.578 4.356 -1.214
N -1.109 3.326 -1.006

As for the orbital gap: 8.22 eV. The energy above the lowest of the compared OMol25 structures with the same formula, charge and spin comes out at 17.62 kJ/mol. Its LUMO energy is -2.6 eV. As for the HOMO energy: -10.82 eV. Its total charge is +1. As for the maximum force: 0.032 Eh/bohr.